A) Computed, not measured: a 2-piece molecular cluster, C3H3BrN2S overall, with the ωB97M-V functional and the def2-TZVPD basis.

Structure (ORCA input):
```
! RIJCOSX wB97M-V def2-TZVPD def2/J DEFGRID3
* xyz 0 1
C 0.89382 0.82978 0.88335
C 1.72027 0.30123 -0.10065
C -0.36565 0.30675 0.58464
N -0.34367 -0.51138 -0.40684
N 0.94664 -0.50162 -0.87008
S -3.82826 0.18780 0.65145
Br -4.10263 -1.57152 -0.48648
H 1.22228 1.54760 1.61167
H 2.76809 0.14320 -0.04003
H 1.08912 -0.73185 -1.82703
*
```

Properties
orbital gap (spin up / spin down): 5.02 / 5.02 eV
LUMO (spin up / spin down): -0.1186 / -0.1185 Eh

B) Computed, not measured: an isolated molecule of C3H3BrN2S, with the ωB97M-V functional and the def2-TZVPD basis.

Structure (ORCA input):
```
! RIJCOSX wB97M-V def2-TZVPD def2/J DEFGRID3
* xyz 0 1
C -0.20251 -1.20504 -0.74037
C 0.18520 -0.46946 0.27224
C -0.31257 1.41342 -0.56490
N -0.71080 1.16722 -1.72141
N 0.74908 -0.49178 1.49382
S -0.85835 -0.38864 -2.20030
Br -0.03050 2.98832 0.31784
H -0.15287 -2.26465 -0.90704
H 0.38308 -1.16336 2.15612
H 0.95023 0.41396 1.89400
*
```

Properties
orbital gap: 8.57 eV
LUMO: 0.0196 Eh

It is B) that is most stable; the runner-up trails by 2.961 eV.

A) Computed, not measured: an isolated molecule of C5H10O3, with the ωB97M-V functional and the def2-TZVPD basis.

Structure (ORCA input):
```
! RIJCOSX wB97M-V def2-TZVPD def2/J DEFGRID3
* xyz 0 1
O -1.74641 1.29550 -0.14357
C -1.92448 -0.12881 -0.45802
C -0.81014 -0.84567 0.24523
O -0.53310 -0.50098 1.57267
C 0.44390 -0.50000 -0.57419
C 1.91180 -0.66231 -0.02597
C 1.23820 0.72852 -0.34396
O 0.77364 1.78023 0.45945
H -0.62933 1.30728 -0.00820
H -1.96246 -0.60734 -1.64673
H -3.04380 -0.34249 -0.06324
H -0.83418 -1.92413 0.25698
H -0.89090 0.33736 1.81367
H 0.35076 -0.88084 -1.60329
H 2.71822 -1.06978 -0.54447
H 2.02904 -0.91128 1.12937
H 1.58573 1.03399 -1.30917
H 1.32353 1.89075 1.24343
*
```

Properties
structure (SMILES): OC[C@H](O)[C@@H]1C[C@@H]1O
orbital gap: 10.48 eV
LUMO: 0.0240 Eh

B) Computed, not measured: a 3-piece molecular cluster, C5H10O3 overall, with the ωB97M-V functional and the def2-TZVPD basis.

Structure (ORCA input):
```
! RIJCOSX wB97M-V def2-TZVPD def2/J DEFGRID3
* xyz 0 1
O -2.14086 0.60998 0.66304
C -2.11221 -0.44382 -0.03454
O -3.05814 -0.94976 -0.75604
C -0.77557 -1.40735 -0.02899
C 0.36689 -1.08053 0.94972
C 1.57127 -0.64034 0.42543
C 1.77954 -0.17185 -0.88821
H -1.50648 2.41342 -1.17992
H -1.35962 -2.33356 0.20920
H -0.30723 -1.31636 -1.00207
H -0.16708 2.13656 1.20997
H 0.39761 -1.67553 1.86178
H 2.53090 -0.75580 1.01019
H 1.06817 -0.47687 -1.64003
H 2.75751 0.28794 -1.15653
H -0.99174 1.86010 -1.05945
H 1.20785 1.61693 0.44010
O 0.73918 2.32684 0.97637
*
```

Properties
orbital gap: 5.52 eV
LUMO: -0.1375 Eh

C) Computed, not measured: C5H10O3 as an isolated structure, with the ωB97M-V functional and the def2-TZVPD basis.

Structure (ORCA input):
```
! RIJCOSX wB97M-V def2-TZVPD def2/J DEFGRID3
* xyz 0 1
C -0.64808 0.67877 0.09761
C -0.11185 -0.55179 -1.27094
C 0.09470 1.74585 0.79149
C 1.35565 -0.29821 -1.58401
C -0.45624 -0.69342 0.61354
O -1.75155 -1.07182 1.10009
O -1.66562 -1.34833 2.49722
O 0.54326 -1.21836 1.13178
H -0.78975 -1.79382 2.54076
H -1.62393 0.94790 -0.30536
H -0.76006 -0.12617 -2.03928
H -0.33378 -1.61374 -1.39682
H 0.70302 2.27081 0.04501
H 0.82773 1.34579 1.49911
H -0.57508 2.44707 1.28600
H 1.63117 -0.79108 -2.51633
H 1.57396 0.76402 -1.69976
H 1.98643 -0.69345 -0.79011
*
```

Properties
orbital gap: 9.30 eV
LUMO: 0.0178 Eh

It is A) that is most stable; the runner-up trails by 2.131 eV.

A) Computed, not measured: a 3-piece molecular cluster, C4H13NO3 overall, with the ωB97M-V functional and the def2-TZVPD basis.

Structure (ORCA input):
```
! RIJCOSX wB97M-V def2-TZVPD def2/J DEFGRID3
* xyz 0 1
C 1.34684 -0.61755 0.87600
C 0.43183 0.07211 -0.16356
C -0.65836 -0.84383 -0.64718
C 0.14327 1.54171 0.11296
N -1.06134 1.90268 0.60958
O 0.94205 2.33114 -0.37503
H 0.92166 -1.05086 1.80524
H 1.77569 -1.55780 0.39465
H 2.18610 0.08412 1.01091
H 1.15736 -0.02734 -0.98765
H -0.24766 -1.71342 -1.17452
H -1.37815 -0.36271 -1.33426
H -1.40220 -1.00833 0.12091
H -1.66142 1.17859 0.95675
H -1.23489 2.89031 0.65112
O -3.35711 -2.87759 0.59758
H -3.47866 -3.45440 -0.16799
H -4.29164 -2.78158 0.82649
O 3.47602 1.74755 -1.09758
H 3.87542 2.60961 -0.91160
H 2.51519 1.93759 -1.10282
*
```

Properties
structure (SMILES): CC(C)C(N)=O.O.O
orbital gap: 10.38 eV
LUMO: 0.0184 Eh

B) Computed, not measured: a 3-piece molecular cluster, C4H13NO3 overall, with the ωB97M-V functional and the def2-TZVPD basis.

Structure (ORCA input):
```
! RIJCOSX wB97M-V def2-TZVPD def2/J DEFGRID3
* xyz 0 1
C 2.29892 -0.15486 -1.82761
C 1.55212 -1.17076 -0.97451
C 0.45396 -1.66954 -1.88302
N 1.23606 -0.75058 0.39322
C 0.33429 0.32521 0.74521
O -0.35807 1.04540 -0.02010
H 1.89385 0.81032 -1.88486
H 2.33602 -0.59751 -2.83020
H 3.30887 0.19622 -1.44241
H 2.09290 -2.17442 -0.74675
H 0.18759 -2.77613 -1.67620
H -0.44282 -1.07445 -1.93236
H 0.79200 -1.54033 -2.88836
H 1.86369 -0.98286 1.17112
H 0.23546 0.44631 1.83667
O -3.45643 2.70948 1.76968
H -2.61154 2.25011 1.99345
H -3.65613 2.65256 0.82149
O -2.35904 0.61588 3.02528
H -3.08154 0.99935 2.42117
H -2.62015 0.84060 3.92909
*
```

Properties
structure (SMILES): CC(C)NC=O.O.O
orbital gap: 10.51 eV
LUMO: 0.0282 Eh

C) Computed, not measured: a 3-piece molecular cluster, C4H13NO3 overall, with the ωB97M-V functional and the def2-TZVPD basis.

Structure (ORCA input):
```
! RIJCOSX wB97M-V def2-TZVPD def2/J DEFGRID3
* xyz 0 1
C -0.94943 1.58771 1.42586
N -1.05123 0.22928 0.89642
C 0.20029 -0.50296 0.91120
C -1.79248 0.09670 -0.32939
C -2.26896 -1.35650 -0.41362
O -2.22501 -1.99044 -1.43139
H -1.41679 2.31995 0.76596
H -1.39286 1.57761 2.41995
H 0.07994 1.96690 1.47226
H 0.64617 -0.38024 1.89346
H 0.78841 -0.19010 0.05659
H 0.06924 -1.54648 0.83138
H -1.27788 0.28776 -1.28565
H -2.66167 0.75702 -0.37089
H -2.62053 -1.75204 0.55709
O 2.79988 2.07513 -0.86446
H 2.67851 3.02878 -0.93889
H 2.06571 1.87213 -0.26920
O 3.43746 -0.97598 -0.21370
H 3.70703 -0.98168 -1.13973
H 2.58745 -0.53499 -0.24100
*
```

Properties
structure (SMILES): CN(C)CC=O.O.O
orbital gap: 9.54 eV
LUMO: 0.0168 Eh

D) Computed, not measured: a 4-piece molecular cluster, C4H13NO3 overall, with the ωB97M-V functional and the def2-TZVPD basis.

Structure (ORCA input):
```
! RIJCOSX wB97M-V def2-TZVPD def2/J DEFGRID3
* xyz 0 1
C 1.23907 -0.15862 -1.21127
C 0.67074 -1.31697 -0.39280
C -2.16673 2.07165 -0.25086
C -2.07060 1.16654 -1.31962
O -1.67893 0.00754 -1.17446
N 1.73695 -2.11864 0.14595
H 2.27077 -0.37697 -1.47652
H 0.66831 0.01042 -2.12261
H 1.20689 0.71321 -0.55417
H 0.00826 -0.90704 0.37972
H -1.84492 1.82314 0.75257
H -2.52539 3.06356 -0.47634
H -2.16941 1.58317 -2.33370
H 1.38157 -2.99223 0.52201
H 0.02090 -1.89937 -1.05255
H 1.55764 -0.55080 2.70488
H 2.14993 -1.57148 0.92892
O 1.65251 -0.11073 1.86976
H -1.44102 0.14998 1.75005
H 0.14754 0.55593 1.72018
O -0.81410 0.85772 1.59087
*
```

Properties
orbital gap: 3.21 eV
LUMO: -0.1724 Eh

It is A) that is most stable; the runner-up trails by 1.055 eV.

A) Computed, not measured: a 3-piece molecular cluster, C4H13NO3 overall, with the ωB97M-V functional and the def2-TZVPD basis.

Structure (ORCA input):
```
! RIJCOSX wB97M-V def2-TZVPD def2/J DEFGRID3
* xyz 0 1
C 0.07432 -0.85696 1.51850
C 0.54321 0.56745 1.12633
N 0.17238 1.09164 -0.15090
C -1.01715 1.86326 -0.31716
C -0.71979 3.34807 -0.51210
O -1.04689 4.19723 0.27014
H 0.85270 -1.28708 2.13501
H -0.08973 -1.44076 0.62847
H -0.88333 -0.75141 2.02958
H 1.62351 0.58706 1.24006
H 0.25885 1.27271 1.89920
H 0.39690 0.56739 -0.97480
H -1.57957 1.61664 -1.22339
H -1.75298 1.76537 0.49550
H -0.17060 3.56154 -1.45361
O 2.21017 -3.80559 -0.37427
H 3.01350 -4.30694 -0.22151
H 1.80142 -4.11160 -1.19021
O -1.17671 -1.13841 -2.01590
H -0.52284 -1.29655 -1.31725
H -1.98736 -1.44304 -1.59169
*
```

Properties
structure (SMILES): CCNCC=O.O.O
orbital gap: 9.00 eV
LUMO: 0.0187 Eh

B) Computed, not measured: a 3-piece molecular cluster, C4H13NO3 overall, with the ωB97M-V functional and the def2-TZVPD basis.

Structure (ORCA input):
```
! RIJCOSX wB97M-V def2-TZVPD def2/J DEFGRID3
* xyz 0 1
C -0.46388 -0.20025 1.17557
C 0.36395 -1.24155 2.05341
N 1.81934 -1.00384 1.73596
C 2.39396 -1.28540 0.50635
C 2.46674 0.01452 2.52744
O 3.47575 0.58830 2.22945
H 0.27450 0.63750 1.28414
H -1.41916 -0.00710 1.83731
H -0.69752 -0.27225 0.14110
H 0.12085 -2.21642 1.76847
H 0.24053 -0.92309 3.07748
H 1.60750 -1.64142 -0.17969
H 3.26357 -1.98590 0.76836
H 2.78037 -0.29454 0.15714
H 1.84662 0.38699 3.27097
O -4.87705 0.64379 -1.44890
H -5.40302 0.23354 -2.28063
H -4.15511 0.98167 -1.94849
O -2.78944 1.94551 -6.45177
H -3.60539 1.50658 -6.71232
H -2.62783 1.47664 -5.54244
*
```

Properties
structure (SMILES): CCN(C)C=O.O.O
orbital gap: 9.00 eV
LUMO: 0.0005 Eh

It is A) that is most stable; the runner-up trails by 0.762 eV.